Record 1
Below is a molecular structure, C17H28CuN2Si, with properties calculated with ωB97M-V/def2-TZVPD.

CARTESIAN COORDINATES (ANGSTROEM)
C 2.2557 -1.1077 -1.4485
C -0.6356 -2.0741 -0.2370
C 2.0420 -0.7568 -0.0053
H 3.1895 -1.6690 -1.6221
C -0.4179 -1.7870 1.1089
H -1.6647 -2.0036 -0.6113
H 2.5544 0.1588 0.2850
H -1.2904 -1.5562 1.7270
C 2.1505 -1.7888 1.0794
H 2.8919 -1.4182 1.8069
H 2.5561 -2.7339 0.6988
C 1.0966 -1.8758 -2.1069
H 1.4975 -2.4703 -2.9343
H 0.4004 -1.1424 -2.5353
C 0.3197 -2.8009 -1.1514
H 1.0152 -3.4244 -0.5763
H -0.2630 -3.4865 -1.7841
C 0.8515 -2.0451 1.8735
H 0.9047 -3.0685 2.2710
H 0.8515 -1.3776 2.7492
Cu 0.0841 -0.1064 0.0029
H 2.3803 -0.1513 -1.9815
C 3.0462 2.3559 -0.2952
C 1.5923 2.7614 -0.2020
C 1.2669 4.1181 -0.1320
C -0.0618 4.5154 -0.0726
C -1.0422 3.5339 -0.0433
C -0.6730 2.1688 -0.0707
N 0.6450 1.8269 -0.2023
N -1.4950 1.1059 0.0461
Si -3.2442 1.1814 0.3655
C -3.3319 2.0839 1.9991
C -3.9913 2.0925 -1.0875
C -4.3218 -0.3498 0.5701
H 3.4355 1.8876 0.6253
H 3.2710 1.6779 -1.1350
H 3.6355 3.2695 -0.4488
H 2.1033 4.8058 -0.1331
H -0.3310 5.5725 -0.0474
H -2.1050 3.7719 0.0003
H -2.6691 2.9569 2.0289
H -4.3515 2.4203 2.2223
H -3.0133 1.4040 2.8001
H -4.0933 1.4107 -1.9414
H -4.9915 2.4772 -0.8530
H -3.3855 2.9368 -1.4310
H -4.3971 -0.9637 -0.3365
H -4.0246 -0.9934 1.4069
H -5.3402 0.0163 0.7924

Cartesian forces, eV/Å:
C 0.3 0.1 -0.3
C -0.1 -0.7 1.6
C -0.6 0.6 0.2
H 0.0 0.0 0.2
C -0.7 -1.6 -1.0
H 0.4 0.3 0.2
H 0.0 -0.4 -0.2
H 0.2 0.3 -0.3
C 0.7 -0.2 0.4
H -0.1 -0.3 -0.1
H -0.1 0.0 0.0
C 0.1 0.0 -0.1
H -0.2 0.1 0.0
H 0.0 -0.2 0.0
C 0.2 -0.1 -0.4
H -0.2 0.1 -0.1
H 0.0 0.1 0.3
C 0.4 0.1 0.2
H -0.4 0.1 0.0
H -0.1 -0.2 -0.2
Cu 0.8 0.3 -0.1
H 0.0 -0.3 -0.1
C 0.5 0.3 -0.1
C 0.0 0.3 -0.1
C 0.9 -0.4 0.0
C -0.6 -0.5 0.0
C -0.1 0.6 -0.1
C -0.6 0.2 0.1
N -0.4 0.5 0.1
N -0.9 -0.3 -0.1
Si 1.4 0.8 -0.3
C -0.4 0.2 0.2
C -0.4 0.2 -0.2
C 0.3 -0.3 -0.1
H -0.3 0.2 -0.3
H -0.3 0.2 0.3
H -0.1 -0.3 0.0
H -0.2 0.2 0.0
H 0.1 -0.3 0.0
H 0.4 0.1 0.0
H -0.1 -0.2 0.0
H 0.1 0.0 0.1
H -0.1 0.1 -0.1
H 0.0 0.0 0.1
H 0.1 -0.1 -0.1
H -0.1 -0.1 0.1
H 0.1 0.1 0.2
H 0.0 0.1 -0.1
H 0.4 0.0 -0.1

## Properties
* HOMO-LUMO gap (alpha / beta): 0.265 / 0.282 hartree
* highest occupied orbital energy (alpha / beta): -6.65 / -7.18 eV
* expectation value of S²: 0.756
* E_LUMO (alpha / beta): 0.561 / 0.477 eV
* spin multiplicity: 2

Record 2
Below is 2 unconnected molecules or ions with the total composition C17H28F17N3O7P3S, with properties calculated with ωB97M-V/def2-TZVPD.

CARTESIAN COORDINATES (ANGSTROEM)
O 1.6534 -6.0741 3.0904
C 1.2016 -5.3653 2.2891
O 1.3659 -5.4890 0.9446
C 2.7366 -5.3337 0.5265
C 2.8534 -4.3197 -0.6263
C 2.6731 -2.8813 -0.0336
C 1.8612 -1.9049 -0.9515
N 0.8119 -1.0888 -0.3400
C -0.5473 -1.6680 -0.2116
C -0.6732 -3.1628 0.0583
C -2.1133 -3.5823 -0.3801
C -3.1993 -2.8018 0.3907
C -4.5959 -3.4156 0.1387
F -4.5143 -4.0084 -1.0858
F -4.8776 -4.4007 0.9776
C -5.7324 -2.3692 -0.0181
F -6.6792 -2.9240 -0.7541
F -5.3489 -1.3091 -0.6925
S -6.5551 -1.7919 1.5725
F -7.2176 -3.1938 1.8033
F -5.2801 -2.1331 2.4589
F -5.9635 -0.3093 1.3872
F -7.8143 -1.3136 0.7215
F -7.2850 -1.2836 2.8762
C 1.2089 -0.2048 0.6231
N 2.0977 -0.4188 1.7075
P 1.4361 -1.3292 3.0068
O 0.0479 -1.7572 2.7963
N 0.7742 1.0026 0.5200
P -0.2665 1.5957 -0.7605
P -1.2385 3.3421 0.1278
O -0.2852 3.8063 1.1290
O -1.5424 4.4185 -1.0096
O -2.6502 2.8899 0.7696
H 0.5880 -4.5059 2.6328
H 3.1262 -6.3135 0.2320
H 3.3192 -4.9980 1.3945
H 2.0129 -4.4921 -1.3080
H 3.8161 -4.4393 -1.1254
H 3.6554 -2.4721 0.2340
H 2.0827 -3.0262 0.8836
H 1.4279 -2.5082 -1.7542
H 2.5904 -1.2585 -1.4598
H -1.0935 -1.4619 -1.1493
H -1.0854 -1.1107 0.5629
H -0.5933 -3.4485 1.1071
H -0.0023 -3.8052 -0.5152
H -2.1622 -3.3685 -1.4531
H -2.2641 -4.6471 -0.1850
H -3.1685 -1.7452 0.1115
H -2.9902 -2.8610 1.4669
H 3.0187 -0.7331 1.4092
H 2.3669 -2.3776 3.2333
H 1.5204 -0.5077 4.1553
H 1.0715 1.6914 1.2151
H -1.3281 0.7046 -1.0434
H -2.5117 4.4614 -1.1166
H -2.4690 2.8278 1.7244
C 1.4696 5.8579 -1.8941
C 2.3102 4.5784 -1.7968
C 3.2155 4.4619 -0.5742
F 4.1061 5.4677 -0.5100
F 3.9239 3.2977 -0.6402
F 3.0088 4.4178 -2.9355
F 1.4320 3.5181 -1.7392
O 1.9897 6.9009 -2.6909
C 2.9308 7.7420 -2.1186
C 4.3138 7.5848 -2.7511
F 4.7279 6.2993 -2.7012
F 5.2136 8.3326 -2.0759
F 2.9591 7.5685 -0.7809
F 2.5033 9.0007 -2.3353
H 0.5486 5.5716 -2.4007
H 1.1533 6.2171 -0.9134
H 2.6259 4.4516 0.3485
H 4.2975 7.9056 -3.7951

Cartesian forces, eV/Å:
O 1.5 -1.9 1.7
C -1.4 1.6 -0.8
O 0.1 0.9 -0.2
C 0.7 -0.5 -0.3
C -0.7 0.6 1.1
C -0.7 -0.5 -0.1
C 1.4 -0.7 -0.2
N 0.5 -0.5 0.6
C -0.6 0.2 -0.5
C -1.2 -0.7 0.0
C 0.5 0.5 0.4
C 0.1 -0.3 0.4
C 1.9 0.9 -1.1
F -0.5 0.0 -0.5
F -0.4 -0.2 0.8
C -0.8 -1.0 0.3
F -0.8 -0.7 -0.1
F 1.0 0.8 -0.3
S -1.0 1.8 0.3
F 0.5 -0.4 -0.1
F 0.0 -0.5 -0.1
F 0.2 -0.2 0.1
F 0.1 -0.3 0.1
F 0.2 -0.1 0.0
C 0.2 -0.1 -0.3
N 0.3 -0.5 -0.3
P 0.0 0.0 1.0
O -0.3 0.0 -0.5
N -1.5 0.9 1.0
P 0.3 0.3 -2.5
P -0.1 -0.2 0.8
O 0.8 0.1 0.5
O -0.9 -1.3 0.5
O 0.7 0.5 -0.6
H -0.2 -0.1 -0.7
H -0.1 0.1 0.0
H 0.1 -0.1 -0.2
H 0.4 -0.2 -0.2
H -0.2 0.0 -0.1
H -0.2 0.0 0.0
H 0.2 0.1 -0.1
H -0.3 0.3 0.2
H -0.4 0.2 0.1
H 0.3 -0.1 0.1
H 0.3 -0.1 0.0
H 0.4 0.4 0.0
H 0.2 0.4 0.0
H -0.4 -0.3 0.1
H 0.2 0.1 -0.3
H -0.3 -0.1 0.0
H -0.1 0.0 -0.2
H 0.0 0.0 0.1
H 0.0 0.4 -0.2
H 0.4 0.0 -0.4
H -0.2 -0.1 0.1
H 0.1 -0.1 1.0
H 0.2 0.4 -0.3
H -0.4 0.0 0.0
C -0.9 0.1 0.0
C 0.2 0.4 -0.7
C 0.4 -0.2 0.5
F -0.1 -0.5 0.2
F -0.2 0.0 -0.1
F 0.0 -0.2 0.1
F 0.2 0.3 0.3
O 0.8 -0.2 0.2
C -1.0 0.1 0.3
C 0.6 0.0 -0.3
F 0.0 0.3 -0.2
F -0.2 0.0 0.1
F 0.2 0.4 -0.1
F 0.3 0.0 -0.1
H 0.1 -0.1 -0.1
H 0.2 -0.1 0.1
H -0.1 0.0 -0.1
H -0.1 0.0 0.0

## Properties
* HOMO-LUMO gap: 0.326 hartree
* highest occupied orbital energy: -13.05 eV
* E_LUMO: -4.169 eV
* net charge: +1